Computed, not measured: a molecular structure, C7H8AgO7, with ωB97M-V with the def2-TZVPD basis set.

Structure (XYZ):
```
23
Properties=species:S:1:pos:R:3:nbo_charge:R:1
O 1.57899 -2.55339 -0.53701 -0.519
C 1.95637 -3.43724 0.13451 1.022
O 2.56623 -4.29425 0.62600 -0.504
Ag -0.01053 0.20114 3.81027 0.877
O -1.06235 0.17078 1.56927 -0.701
O 0.33342 1.41118 0.26190 -0.489
C 0.56273 2.41728 1.26247 -0.100
C 1.74562 2.08515 2.17039 -0.051
O 1.52264 1.04735 3.03271 -1.018
C -0.50992 0.41257 0.48371 0.664
H 0.75776 3.33372 0.69001 0.188
H -0.35673 2.55015 1.85205 0.181
H 1.96857 3.04619 2.69294 0.129
H 2.61964 1.91053 1.49956 0.141
O -0.42597 0.08814 -1.89556 -0.448
C -1.10936 -0.71615 -2.87110 -0.104
C -2.23229 -1.34245 -2.05144 -0.103
O -1.71060 -1.28541 -0.71216 -0.452
C -0.73705 -0.37968 -0.68821 0.496
H -1.46172 -0.06323 -3.67493 0.207
H -0.40412 -1.45964 -3.26412 0.191
H -2.43233 -2.38715 -2.30478 0.205
H -3.15899 -0.75556 -2.08649 0.189
```

Calculated values
E_LUMO (alpha / beta): -0.346 / -0.363 eV
relative energy (zero: lowest compared OMol25 entry of this formula, charge and spin): 7.6 kJ/mol
frontier orbital gap (alpha / beta): 6.83 / 7.46 eV
2S+1: 2

=====

Computed, not measured: a molecular structure, C10H14IrNOS2Se4, with ωB97M-V with the def2-TZVPD basis set.

Structure (XYZ):
```
33
Properties=species:S:1:pos:R:3:nbo_charge:R:1
Ir -0.07578 0.39884 -0.53309 0.914
C -2.71946 1.44704 1.79822 -0.657
C -2.06155 0.15858 1.42190 0.116
C -2.24773 -0.38787 0.12671 -0.347
C -1.79024 -1.70125 -0.16022 -0.193
C -1.15040 -2.43927 0.81220 -0.176
C -0.88634 -1.86192 2.05510 -0.160
C -1.32479 -0.58032 2.35173 -0.245
H -2.92377 2.05957 0.92087 0.237
H -2.11333 2.01941 2.50028 0.247
H -3.67490 1.22651 2.28345 0.251
H -2.90970 0.11358 -0.56852 0.264
H -2.01869 -2.14594 -1.12162 0.244
H -0.87966 -3.46765 0.61236 0.221
H -0.34683 -2.42593 2.80775 0.233
H -1.13077 -0.15701 3.33101 0.245
Se 2.44653 1.49720 -1.42845 0.014
Se 2.08578 2.59788 -3.32363 0.218
Se -0.22109 2.30018 -3.81613 0.095
Se -0.79231 0.33229 -2.91857 -0.026
S 1.25936 2.97945 2.93081 -0.026
C 0.57690 2.35985 1.64664 0.152
N 0.03636 1.90930 0.68610 -0.681
C 4.01527 -1.54818 -0.00248 -0.816
S 2.39799 -1.89620 0.67172 1.268
C 2.42331 -3.65031 0.33881 -0.815
O 1.43328 -1.34348 -0.37135 -1.074
H 4.77229 -2.06378 0.59297 0.254
H 4.17503 -0.47348 0.04872 0.249
H 4.03312 -1.87865 -1.04177 0.248
H 3.26068 -4.10177 0.87545 0.251
H 2.52200 -3.79334 -0.73817 0.250
H 1.48833 -4.08016 0.69370 0.244
```

Calculated values
E_LUMO (alpha / beta): -5.178 / -5.495 eV
relative energy (zero: lowest compared OMol25 entry of this formula, charge and spin): 306.8 kJ/mol
frontier orbital gap (alpha / beta): 5.77 / 5.49 eV
total charge: +1
2S+1: 2

=====

Computed, not measured: a molecular structure, C3H2MgNaO2, with ωB97M-V with the def2-TZVPD basis set.

Structure (XYZ):
```
9
Properties=species:S:1:pos:R:3:nbo_charge:R:1
C 1.72215 0.90933 -0.62903 -0.370
C 0.91013 0.19815 -1.23405 -0.196
H 2.45964 1.68401 -0.81092 0.299
H 0.22330 0.16566 -2.07180 0.280
O -0.83834 -1.66332 0.15093 -0.760
C -1.77457 -0.82284 0.17347 0.872
O -1.72208 0.09164 1.00279 -0.697
Na -0.11857 1.86630 1.10104 0.973
Mg -0.86166 -2.42891 2.31758 1.598
```

Calculated values
E_LUMO (alpha / beta): -11.393 / -11.597 eV
frontier orbital gap (alpha / beta): 5.80 / 6.17 eV
total charge: +2
2S+1: 2

=====

Computed, not measured: a molecular structure, C12H22ClN2O3RuV, with ωB97M-V with the def2-TZVPD basis set.

Structure (XYZ):
```
42
Properties=species:S:1:pos:R:3:nbo_charge:R:1
V 1.36387 3.24964 -2.43217 0.879
Cl 1.78055 2.51741 -0.62354 -0.088
C -0.09916 4.53137 -2.07723 -1.064
C 3.17777 3.73103 -3.05469 -1.052
H -0.08983 5.36658 -2.81078 0.224
H -1.09815 4.05126 -2.14537 0.221
H -0.01762 4.98565 -1.06763 0.223
H 3.14408 4.56561 -3.78842 0.220
H 3.68743 2.88049 -3.55437 0.223
H 3.82903 4.06177 -2.21852 0.221
Ru 0.86382 0.78669 -1.33060 1.233
C 1.95722 -0.97175 -1.23179 -0.871
C 0.82316 1.63593 -3.11740 -0.883
H 2.19426 -1.30526 -2.26600 0.221
H 2.90415 -0.81632 -0.67234 0.249
H 1.35302 -1.75517 -0.72414 0.227
H 1.46607 1.23001 -3.92934 0.255
H -0.24807 1.65761 -3.41604 0.255
C -0.25100 -3.78047 0.80055 -0.616
C -1.46296 -3.08510 1.42737 -0.378
C -1.23777 -1.58822 1.83571 -0.257
C -2.53922 -1.01456 2.48327 -0.370
C -3.80662 -1.03206 1.61728 -0.613
C -0.14980 -1.52269 2.90450 0.699
O -0.30464 -2.13498 3.95279 -0.594
N 0.98961 -0.80619 2.72769 -0.641
C 1.25092 -0.11870 1.58789 0.786
O 2.31364 0.47269 1.48253 -0.643
N 0.36486 -0.09704 0.55502 -0.757
C -0.82385 -0.75950 0.61541 0.699
O -1.54741 -0.73429 -0.36725 -0.632
H -0.00851 -3.32021 -0.17320 0.201
H -0.49866 -4.84454 0.59958 0.225
H 0.63107 -3.74486 1.47271 0.207
H -2.28456 -3.16847 0.68657 0.227
H -1.75962 -3.66690 2.32774 0.230
H -2.77546 -1.60405 3.39768 0.234
H -2.35224 0.03557 2.79778 0.207
H -4.08866 -2.06424 1.32727 0.206
H -4.64999 -0.61606 2.20703 0.214
H -3.69379 -0.40658 0.71137 0.227
H 1.69305 -0.80112 3.48312 0.445
```

Calculated values
E_LUMO (alpha / beta): -0.825 / -2.544 eV
relative energy (zero: lowest compared OMol25 entry of this formula, charge and spin): 150.0 kJ/mol
frontier orbital gap (alpha / beta): 6.56 / 6.91 eV
2S+1: 7

=====

Computed, not measured: a molecular structure, C11H26EuN4O6S, with ωB97M-V with the def2-TZVPD basis set.

Structure (XYZ):
```
49
Properties=species:S:1:pos:R:3:mulliken_charge:R:1
O 0.53940 3.78781 0.01289 -0.579
H 0.27763 4.73029 0.27587 0.249
Eu -0.16044 1.65333 0.31587 1.308
N -1.86421 -0.38342 -0.20367 0.565
N -2.23051 1.54607 1.26745 0.218
N 1.41736 -0.28197 -0.34312 0.273
N 2.33039 1.89458 0.41066 0.199
O -1.49314 -1.43405 -0.87321 -0.850
O 1.00727 -1.54116 -0.61472 -0.467
O 2.62014 3.12830 0.39995 -0.713
O -1.64160 2.08633 2.27632 -0.573
C -3.13843 0.53860 1.49660 0.442
C -2.94273 -0.56660 0.62930 0.353
C 2.78352 -0.26446 -0.25283 0.172
C 3.31630 0.99902 0.11876 0.274
C -3.58663 -1.89246 0.78329 -1.381
H -3.03188 -2.51354 1.52528 0.233
H -3.60133 -2.42642 -0.18506 0.371
H -4.62658 -1.78015 1.14475 0.450
C -4.08471 0.55240 2.63073 -1.313
H -4.48349 1.56858 2.79275 0.353
H -3.57623 0.23628 3.56384 0.258
H -4.94735 -0.12943 2.48444 0.404
C 3.70376 -1.41167 -0.47522 -1.489
C 4.76813 1.31404 0.13390 -1.260
H 3.11534 -2.28533 -0.82229 0.351
H 4.23490 -1.67306 0.47694 0.320
H 4.49186 -1.16594 -1.23154 0.410
H 5.01155 2.30186 0.59894 0.318
H 5.26431 1.29166 -0.85942 0.312
H 5.29335 0.55026 0.72267 0.355
H -0.01127 -1.45544 -0.74386 0.425
H 1.52173 3.59512 -0.12501 0.430
C -0.43297 2.21332 -1.88136 -0.777
H -1.49457 1.96438 -1.76746 0.427
H 0.10722 1.46485 -2.52026 0.344
H -0.34392 3.28658 -2.32303 0.304
O -1.48324 -0.97420 -3.72835 -0.673
H -0.62111 -1.42421 -4.10113 0.336
H -1.47957 -1.19906 -2.77164 0.371
C 0.29606 0.08275 4.05222 -1.211
S -0.19039 -0.64464 2.46654 0.443
C 0.82249 -2.10830 2.54685 -1.034
H -0.12260 1.09783 4.10054 0.329
H 1.39480 0.12028 4.12301 0.373
H -0.13089 -0.54237 4.84851 0.379
H 0.89987 -2.43335 3.58358 0.460
H 0.32760 -2.88452 1.96440 0.328
H 1.81211 -1.93142 2.12614 0.182
```

Calculated values
E_LUMO (alpha / beta): -4.693 / -5.841 eV
frontier orbital gap (alpha / beta): 5.89 / 4.75 eV
total charge: +1
2S+1: 7

=====

Computed, not measured: 2 unconnected molecules or ions with the total composition C2HFIN, with ωB97M-V with the def2-TZVPD basis set.

Structure (XYZ):
```
6
Properties=species:S:1:pos:R:3:nbo_charge:R:1
C 1.15290 0.11320 -0.05635 0.112
C -0.23111 0.21394 0.14527 0.156
N 2.30216 0.05935 -0.08180 -0.216
F -0.93157 1.19541 -0.40144 -0.307
I -1.00921 -0.17594 2.01206 0.239
H -1.28317 -1.40595 -1.61775 0.017
```

Calculated values
E_LUMO (alpha / beta): -0.673 / -1.703 eV
relative energy (zero: lowest compared OMol25 entry of this formula, charge and spin): 391.9 kJ/mol
frontier orbital gap (alpha / beta): 8.67 / 9.02 eV

=====

For each record above, in turn, the calculated energy values are -25717.037, -300020.704, -17077.926, -62708.949, -60221.351, -14393.034 eV.